One molecule with the formula C3H6O4 in a non-equilibrium geometry, computed with ωB97M-V with the def2-TZVPD basis set.

Properties
ΔE to the lowest compared entry with this formula, charge and spin (kcal per mole): 23.5
SMILES string: O=C(O)CC(O)O
E_HOMO (eV): -9.852
HOMO-LUMO gap (eV): 10.410

```
! wB97M-V def2-TZVPD RIJCOSX def2/J DEFGRID3
* xyz 0 1
O -1.9936 0.9947 1.1463
O 0.1332 1.5260 1.5863
O 1.1725 -0.9191 -1.6772
O -0.1546 -1.7041 0.2360
C 0.5917 -0.6549 -0.2353
C -0.8416 1.0073 0.8201
C -0.2498 0.4894 -0.6546
H 0.5006 -1.3605 -2.2140
H 0.3281 1.3243 -1.0374
H -1.1252 0.2045 -1.2317
H 1.4654 -0.3875 0.3648
H 0.4266 -2.4263 0.5023
H -0.2531 1.9060 2.3942
*
```

Population analysis type Mulliken, resulting atomic charges in e:
1 O -0.5365
2 O -0.4398
3 O -0.5684
4 O -0.4960
5 C 0.0096
6 C 0.5156
7 C -0.4241
8 H 0.3063
9 H 0.3096
10 H 0.3147
11 H 0.3530
12 H 0.3210
13 H 0.3348

***

C43H39MnN4P2S2 as an isolated structure, computed with ωB97M-V with the def2-TZVPD basis set.

Properties
E_HOMO (alpha / beta) (eV): -9.793 / -10.002
HOMO-LUMO gap (alpha / beta) (eV): 8.052 / 7.861

```
! wB97M-V def2-TZVPD RIJCOSX def2/J DEFGRID3
* xyz 1 6
Mn -1.2156 -0.5067 -1.2520
S -5.3986 0.5482 -1.0234
S -3.3680 -1.7043 -1.3825
P -1.0046 -0.7538 1.3118
P 1.3662 -0.6443 -1.0101
N -0.8689 -0.3261 -3.4566
N -0.8826 0.1860 -5.5785
N -2.8470 0.8903 -1.0684
N 1.7322 -0.6335 1.7375
C -0.6229 -1.4673 -4.1974
C -0.5277 -4.9802 3.0462
C 3.6682 -1.3438 -4.3116
C -0.8568 -2.4133 2.0249
C 3.8704 0.6307 4.4805
C 2.9795 -0.7028 -3.2920
C -0.3866 -2.5980 3.3261
C -0.2215 -3.8761 3.8328
C -2.6734 3.3350 -0.7250
C -3.7759 -0.0463 -1.1645
C 1.5914 3.4186 -0.9137
C -1.0006 -4.8056 1.7545
C -0.6275 -1.1649 -5.5163
C 1.9467 -1.4436 0.5627
C 0.5057 0.0937 1.9745
C -1.1603 -3.5246 1.2432
C 3.7638 -2.7275 -4.3270
C 3.7219 2.5940 -0.1550
C -3.3690 4.5111 -0.5169
C 2.4721 -2.8387 -2.3037
C -2.4339 1.4776 2.1105
C 2.7487 -0.5628 2.7047
C 2.0073 1.0413 -0.8297
C 4.6634 -1.5236 3.8213
C -4.5341 1.4228 3.2723
C -3.3699 -0.6302 2.8033
C 3.6584 -1.6111 2.8704
C 3.1668 -3.4749 -3.3206
C -3.5188 2.1433 2.6559
C -2.3501 0.0871 2.1853
C -4.7657 4.5189 -0.4666
C 3.2942 1.2919 -0.3540
C -4.7875 2.1666 -0.8317
C 2.8695 0.5634 3.5239
C 4.7774 -0.4066 4.6346
C 2.3823 -1.4467 -2.2786
C -3.3913 2.1524 -0.8872
C 2.8712 3.6576 -0.4354
C -5.4872 3.3491 -0.6221
C -1.2788 2.0914 -4.0154
C -1.0211 0.6597 -4.3235
C 1.1631 2.1118 -1.1042
C -4.4578 0.0400 3.3457
H -0.4624 -2.4244 -3.7304
H 5.3531 -2.3496 3.9364
H 3.5640 -2.5143 2.2831
H 0.5175 1.1093 1.5513
H 4.7177 2.7814 0.2236
H -6.5677 3.3553 -0.5760
H 0.1564 1.9286 -1.4739
H -0.4839 -1.7674 -6.3943
H 2.1987 1.4023 3.3978
H -0.3677 2.5821 -3.6693
H 3.2088 4.6735 -0.2790
H -0.9566 0.7362 -6.4170
H 3.9633 0.4703 -0.1277
H 1.4881 -2.4404 0.6254
H 4.1361 -0.7594 -5.0927
H -1.5900 3.3224 -0.7471
H -2.8263 5.4379 -0.3867
H -1.2476 -5.6648 1.1452
H -0.1456 -1.7447 3.9481
H -1.6625 2.0494 1.6065
H 2.9154 0.3787 -3.2826
H 0.9293 4.2467 -1.1337
H 5.5588 -0.3469 5.3791
H -5.2897 5.4504 -0.3024
H 4.3044 -3.2243 -5.1214
H -1.5448 -3.3881 0.2395
H 3.2413 -4.5541 -3.3280
H 3.0197 -1.5944 0.4428
H -5.3859 1.9408 3.6927
H -0.3984 -5.9778 3.4444
H 0.3690 0.2060 3.0512
H -3.5793 3.2219 2.5855
H 1.9977 -3.4363 -1.5329
H -2.0373 2.1787 -3.2411
H -1.6321 2.6225 -4.8980
H -5.2490 -0.5226 3.8231
H 3.9471 1.5132 5.1024
H -3.3209 -1.7106 2.8563
H 0.1450 -4.0124 4.8414
*
```

Population analysis type Mulliken, resulting atomic charges in e:
1 Mn 0.5024
2 S -0.2681
3 S -0.4126
4 P 2.0465
5 P 1.0669
6 N 0.4717
7 N -0.1079
8 N 0.4403
9 N 1.3596
10 C -0.7706
11 C -0.5568
12 C -0.7503
13 C 0.3822
14 C -0.8344
15 C -0.5985
16 C -0.3801
17 C -0.8012
18 C 0.7504
19 C 0.2978
20 C -0.4072
21 C -0.6277
22 C -0.6681
23 C -2.3801
24 C -2.7912
25 C -0.3328
26 C -0.6092
27 C -0.8177
28 C -0.9271
29 C -0.4807
30 C -0.6475
31 C 0.5742
32 C 0.1121
33 C -0.8171
34 C -0.7527
35 C -0.7676
36 C -0.4476
37 C -0.7147
38 C -0.5185
39 C 0.9963
40 C -0.6488
41 C -0.2788
42 C 0.8930
43 C -0.2963
44 C -0.5444
45 C 0.6989
46 C -1.6524
47 C -0.7789
48 C -0.5271
49 C -0.9321
50 C 0.1577
51 C 0.4969
52 C -0.7941
53 H 0.4213
54 H 0.4220
55 H 0.4748
56 H 0.6509
57 H 0.4747
58 H 0.4501
59 H -0.2416
60 H 0.4400
61 H 0.4411
62 H 0.1794
63 H 0.4150
64 H 0.1967
65 H 0.4208
66 H 0.4555
67 H 0.4360
68 H 0.3543
69 H 0.4454
70 H 0.4472
71 H 0.3584
72 H 0.2577
73 H 0.4497
74 H 0.5056
75 H 0.4102
76 H 0.4132
77 H 0.4105
78 H 0.1248
79 H 0.4412
80 H 1.1478
81 H 0.4170
82 H 0.3995
83 H 1.1240
84 H 0.4423
85 H 0.3748
86 H -0.0107
87 H 0.5106
88 H 0.4339
89 H 0.4185
90 H 0.4370
91 H 0.4450

***

| no. | calculated total energy (eV) |
| --- | --- |
| 1 | -11397.674 |
| 2 | -122751.498 |